ORCA calculation (the ωB97M-V functional and the def2-TZVPD basis) on a structure of composition C28H56F12LiO21P2 in a non-equilibrium geometry.

Last column: Löwdin charge in e.
Geometry (Å):
1 Li 0.0518 0.8842 2.2552  0.640
2 P 0.0420 -0.5296 -0.2367  0.197
3 F -0.7626 -0.6523 1.2179  -0.202
4 F 1.3915 -0.2638 0.6255  -0.159
5 F 0.3383 -2.1357 -0.1099  -0.152
6 F 0.8750 -0.5192 -1.6138  -0.139
7 F -1.3090 -0.8514 -1.0386  -0.122
8 F -0.3024 1.0167 -0.2615  -0.127
9 P -2.6746 2.4923 2.4893  0.189
10 F -3.5335 3.6985 1.8829  -0.141
11 F -1.4974 2.7341 1.3973  -0.169
12 F -1.8844 3.5560 3.4893  -0.198
13 F -1.7300 1.2938 3.1650  -0.238
14 F -3.7642 2.2704 3.6739  -0.165
15 F -3.4289 1.4356 1.5781  -0.113
16 C 0.5350 -3.5732 2.8188  -0.041
17 C 1.4351 -2.7250 3.6900  -0.175
18 O 0.6814 -2.2432 4.8222  0.063
19 C 0.2353 -1.0067 4.8218  -0.588
20 O 0.5465 -0.1061 4.0772  0.061
21 O -0.5735 -0.8689 5.8577  0.024
22 C -1.1038 0.4440 6.0981  -0.011
23 H -0.2104 -2.9382 2.3430  0.065
24 H -0.0350 -4.2790 3.4259  0.084
25 H 1.1065 -4.0712 2.0396  0.073
26 H 1.8603 -1.9194 3.0993  0.093
27 H 2.2449 -3.3217 4.1068  0.126
28 H -0.7408 0.7733 7.0744  0.094
29 H -2.1822 0.3477 6.2033  0.093
30 H -0.8387 1.1407 5.3152  0.076
31 C -7.0475 2.4025 -4.1721  -0.073
32 C -6.0407 2.1952 -3.0594  -0.237
33 O -4.7295 2.4778 -3.5304  0.036
34 C -3.7634 2.2590 -2.6347  -0.615
35 O -3.9054 1.7958 -1.5451  0.163
36 O -2.6179 2.6148 -3.1987  0.012
37 C -1.4335 2.4058 -2.4373  -0.037
38 H -6.9834 1.5958 -4.9059  0.072
39 H -6.9131 3.3347 -4.7141  0.074
40 H -8.0162 2.2886 -3.6815  0.076
41 H -6.0766 1.1497 -2.7360  0.128
42 H -6.3003 2.7750 -2.1713  0.129
43 H -1.1509 1.3555 -2.5744  0.084
44 H -1.5657 2.6171 -1.3831  0.086
45 H -0.5637 2.9029 -2.8636  0.078
46 C 4.6750 8.2534 -0.0819  -0.070
47 C 4.3634 6.8764 0.4262  -0.218
48 O 3.5493 6.1950 -0.5446  0.038
49 C 3.3407 4.8991 -0.3040  -0.617
50 O 3.8050 4.2963 0.6260  0.132
51 O 2.5137 4.4571 -1.2347  0.026
52 C 2.2821 3.0660 -1.3481  -0.025
53 H 3.8173 8.7797 -0.4931  0.081
54 H 5.4420 8.2538 -0.8628  0.076
55 H 5.1306 8.8198 0.7340  0.078
56 H 3.8455 6.9260 1.3871  0.107
57 H 5.2385 6.2504 0.6134  0.128
58 H 3.1644 2.4781 -1.6214  0.098
59 H 1.5944 2.9082 -2.1719  0.081
60 H 1.8858 2.6370 -0.4309  0.086
61 C -1.6979 -6.4158 -5.2399  -0.067
62 C -0.8425 -5.5764 -6.1743  -0.209
63 O 0.1599 -4.9428 -5.3786  0.020
64 C 0.1836 -3.6056 -5.3264  -0.607
65 O -0.3610 -2.8608 -6.0912  0.133
66 O 0.9226 -3.2581 -4.2852  -0.001
67 C 1.1887 -1.8589 -4.1404  -0.021
68 H -1.0328 -7.0471 -4.6448  0.078
69 H -2.3931 -7.0689 -5.7686  0.075
70 H -2.2721 -5.8032 -4.5458  0.073
71 H -1.4764 -4.7912 -6.5855  0.117
72 H -0.3915 -6.2110 -6.9302  0.121
73 H 1.9003 -1.7677 -3.3302  0.070
74 H 0.2640 -1.3427 -3.8991  0.097
75 H 1.6137 -1.4262 -5.0466  0.101
76 C 1.9720 5.5474 3.0789  -0.055
77 C 1.6156 4.3517 3.9481  -0.192
78 O 2.6130 3.3378 3.9188  0.068
79 C 2.4894 2.3959 3.0086  -0.603
80 O 1.5280 2.2212 2.2953  0.060
81 O 3.6022 1.6929 3.0247  0.038
82 C 3.6375 0.4594 2.3440  -0.035
83 H 1.1728 6.2754 3.2682  0.088
84 H 1.8886 5.3893 2.0050  0.068
85 H 2.9475 5.9529 3.3373  0.076
86 H 0.6239 3.9649 3.7039  0.113
87 H 1.5257 4.7377 4.9642  0.124
88 H 4.4797 -0.1183 2.7102  0.103
89 H 3.7463 0.5863 1.2693  0.084
90 H 2.7263 -0.0987 2.5240  0.055
91 C -2.8185 -4.5724 -0.7632  -0.064
92 C -3.5683 -3.3865 -0.2369  -0.226
93 O -3.4651 -3.3813 1.1851  0.036
94 C -3.8008 -2.2683 1.8267  -0.624
95 O -4.1844 -1.2601 1.3175  0.149
96 O -3.6872 -2.4860 3.1352  0.002
97 C -4.0096 -1.3539 3.9423  -0.030
98 H -1.7731 -4.5258 -0.4734  0.072
99 H -2.8628 -4.5559 -1.8542  0.072
100 H -3.2523 -5.5023 -0.3890  0.076
101 H -4.6264 -3.3813 -0.5170  0.129
102 H -3.1425 -2.4800 -0.6652  0.111
103 H -5.0676 -1.1055 3.8804  0.101
104 H -3.4377 -0.4916 3.6144  0.072
105 H -3.7287 -1.6379 4.9521  0.089
106 C 2.9651 -5.1228 -2.4452  -0.062
107 C 2.0953 -4.4609 -1.3939  -0.195
108 O 2.8017 -4.1009 -0.1847  0.040
109 C 3.3988 -2.9297 -0.0819  -0.612
110 O 3.7310 -2.4392 0.9601  0.130
111 O 3.6025 -2.3560 -1.2787  -0.027
112 C 4.2838 -1.1146 -1.2215  -0.042
113 H 3.4651 -5.9841 -2.0000  0.079
114 H 3.7002 -4.4830 -2.9379  0.075
115 H 2.3359 -5.4486 -3.2771  0.069
116 H 1.3963 -5.2383 -1.0895  0.126
117 H 1.5409 -3.5908 -1.7261  0.098
118 H 5.1910 -1.2159 -0.6235  0.100
119 H 3.6580 -0.3165 -0.8290  0.075
120 H 4.6133 -0.8786 -2.2322  0.095

Its highest occupied orbital energy is -7.881 eV. For the HOMO-LUMO gap, the calculation gives 10.2 eV. For the relative energy (zero: lowest compared OMol25 entry of this formula, charge and spin), the calculation gives 0.0 kJ/mol. The calculation puts the total energy at -4569.93916 Ha. Its charge is -1.

ORCA calculation (the ωB97M-V functional and the def2-TZVPD basis) on an isolated molecule of C5H10FN in a non-equilibrium geometry.

Last column: natural (NBO) charge in e.
Geometry (Å):
1 C 1.8692 -1.4604 0.1370  -0.440
2 N 0.9754 -0.3344 -0.2552  -0.450
3 C 1.5773 1.1343 -0.0283  -0.215
4 C 0.0953 1.6077 0.0130  -0.432
5 C -0.3167 0.1404 0.1841  -0.052
6 C -1.4995 -0.5010 -0.5277  0.035
7 F -2.6704 -0.3331 0.3385  -0.384
8 H 1.3431 -2.3712 -0.2466  0.201
9 H 2.9757 -1.7222 -0.2323  0.231
10 H 1.8985 -1.5815 1.2448  0.174
11 H 2.3361 1.3743 -0.7716  0.205
12 H 2.1447 1.1443 0.9666  0.175
13 H -0.2707 2.1790 -0.8749  0.212
14 H -0.3659 2.1763 0.8207  0.222
15 H -0.4120 0.0557 1.4148  0.149
16 H -1.5111 0.1528 -1.5255  0.180
17 H -1.2857 -1.5948 -0.7249  0.190

Its highest occupied orbital energy is -8.561 eV. For the HOMO-LUMO gap, the calculation gives 9.6 eV. For the relative energy (zero: lowest compared OMol25 entry of this formula, charge and spin), the calculation gives 295.2 kJ/mol. The calculation puts the total energy at -351.01331 Ha. The SMILES is CN1CC[C@H]1CF.